(1)
# C7H10NO4S

A 2-piece molecular cluster, C7H10NO4S overall (ωB97M-V/def2-TZVPD, OMol25).

XYZ file:
```
23
Properties=species:S:1:pos:R:3:forces:R:3
C 0.40550 -2.94460 -3.14567 -0.090 -0.415 0.153
C 1.31807 2.94946 1.89358 0.362 0.123 0.013
H -1.95649 2.91078 3.17538 -0.105 0.268 -0.683
H -1.24264 4.01318 2.03711 -0.670 -0.445 0.281
O -0.52309 1.14802 0.63928 0.178 4.434 4.049
H 1.10957 4.01387 2.33460 0.636 -2.039 -0.854
C -0.19408 -3.33447 -0.80009 -0.250 -0.774 0.658
C 0.52799 -1.49684 -2.88340 0.252 0.499 -0.782
O -0.21563 0.88058 3.10289 -0.852 5.389 -3.241
N -1.62114 3.05331 2.19530 -0.568 1.011 0.054
H -0.02321 -4.86557 -2.35188 -0.007 0.037 0.048
H 1.66017 2.93849 0.77446 -0.930 0.191 2.087
O -0.50313 -4.11704 0.08793 0.217 0.635 -0.599
H 0.35711 0.03426 -1.33160 0.002 -0.071 -0.072
S -0.29278 1.93036 1.95412 3.722 -10.325 -1.124
H -0.26792 -1.56146 0.47654 -0.007 -0.049 -0.005
C -0.07159 -1.88671 -0.53781 0.102 0.508 -0.148
C 0.07003 -3.80065 -2.17564 0.115 0.100 -0.439
C 0.26388 -1.03066 -1.50785 -0.110 -0.121 0.462
H 0.60183 -3.26985 -4.16003 0.003 0.049 0.020
H 2.09357 2.31613 2.53144 -1.964 1.350 -1.147
H -2.33305 2.83369 1.46276 0.178 0.098 0.611
O 0.83704 -0.71427 -3.77142 -0.215 -0.453 0.659
```
Forces are in eV/Å.

Values from the calculation:
LUMO: -4.9378 eV
maximum force: 11.03 eV/Å
energy relative to the best compared isomer or geometry (same formula, charge and spin): 105.30 kJ/mol
DFT total energy: -27924.684 eV
total charge: +1



(2)
# C3H6FN2S

C3H6FN2S as an isolated structure (ωB97M-V/def2-TZVPD, OMol25).

XYZ file:
```
13
Properties=species:S:1:pos:R:3:forces:R:3
H 1.25356 0.18398 1.39636 0.121 -0.365 -0.677
F -2.37086 -1.57973 -0.23220 -1.317 0.012 0.171
S -2.30488 1.42122 0.88006 1.330 0.075 -0.671
N -0.16215 -1.70983 -0.36063 2.383 -1.019 -0.945
C -1.01153 0.79656 0.18234 -2.240 -3.646 0.426
H 0.89143 -0.71869 -0.24799 0.849 -0.857 1.612
H -0.14202 -2.71769 -0.58491 -0.324 0.604 0.197
N 1.37520 0.19288 0.37076 -1.942 0.505 -1.716
H 2.26157 0.59706 0.13442 0.874 -0.386 -0.082
C -1.20253 -1.07658 -0.19788 0.205 4.173 0.565
C 0.36753 1.19692 -0.20225 -0.011 0.536 -1.080
H 0.71835 2.10833 0.24719 -0.721 0.939 -0.204
H 0.32634 1.30557 -1.38526 0.792 -0.571 2.404
```
Forces are in eV/Å.

Values from the calculation:
LUMO: -5.1238 eV
maximum force: 4.30 eV/Å
energy relative to the best compared isomer or geometry (same formula, charge and spin): 118.03 kJ/mol
DFT total energy: -19731.618 eV
total charge: +1